The following is a DFT calculation (ωB97M-V/def2-TZVPD) of a 12-piece molecular cluster, C44H80O24 overall at a distorted geometry.

CARTESIAN COORDINATES (ANGSTROEM)
1 C -7.097 1.238 -0.747
2 O -7.056 2.616 -1.138
3 C -7.683 3.069 -2.241
4 O -7.735 2.451 -3.316
5 O -8.424 4.208 -2.007
6 C -9.039 4.589 -0.766
7 H -8.135 0.917 -0.661
8 H -6.579 1.082 0.199
9 H -6.598 0.506 -1.383
10 H -9.254 3.674 -0.215
11 H -10.016 5.050 -0.915
12 H -8.478 5.208 -0.066
13 C 3.339 9.933 -3.122
14 O 3.309 8.937 -2.056
15 C 4.394 8.734 -1.478
16 O 5.477 9.206 -1.845
17 O 4.102 7.897 -0.483
18 C 5.153 7.419 0.258
19 H 2.344 10.292 -3.386
20 H 3.797 9.551 -4.034
21 H 3.840 10.863 -2.851
22 H 5.923 7.092 -0.441
23 H 4.987 6.616 0.977
24 H 5.502 8.347 0.712
25 C 0.118 0.571 2.326
26 O -0.607 0.734 1.191
27 C -0.014 0.468 0.024
28 O 1.104 -0.103 -0.131
29 O -0.841 0.742 -0.951
30 C -0.501 0.619 -2.277
31 H 1.161 0.873 2.227
32 H 0.065 -0.419 2.779
33 H -0.300 1.093 3.186
34 H -1.188 1.292 -2.790
35 H -0.500 -0.415 -2.622
36 H 0.453 1.146 -2.291
37 C -1.600 -6.659 0.791
38 O -2.838 -6.195 0.476
39 C -3.962 -6.847 1.016
40 O -3.967 -7.930 1.611
41 O -4.960 -6.067 0.723
42 C -6.198 -6.140 1.319
43 H -1.568 -7.061 1.803
44 H -0.879 -5.842 0.749
45 H -1.453 -7.455 0.061
46 H -6.789 -5.243 1.135
47 H -6.235 -6.314 2.395
48 H -6.959 -6.831 0.956
49 C -4.794 2.203 -11.654
50 C -5.905 3.176 -11.382
51 C -5.106 4.571 -11.409
52 O -3.905 4.249 -10.730
53 C -3.617 2.833 -10.949
54 H -4.843 2.179 -12.743
55 H -5.033 1.193 -11.322
56 H -6.418 2.865 -10.472
57 H -6.585 3.119 -12.232
58 H -5.611 5.422 -10.953
59 H -4.929 4.908 -12.430
60 H -3.379 2.296 -10.031
61 H -2.808 2.657 -11.657
62 C 5.130 4.035 -8.999
63 C 4.522 3.359 -10.263
64 C 5.616 3.712 -11.352
65 O 6.757 3.207 -10.611
66 C 6.606 3.693 -9.297
67 H 5.040 3.509 -8.049
68 H 5.013 5.112 -8.878
69 H 3.550 3.823 -10.429
70 H 4.380 2.298 -10.056
71 H 5.736 4.751 -11.659
72 H 5.504 3.132 -12.268
73 H 7.316 4.501 -9.122
74 H 7.088 2.880 -8.753
75 C -3.031 -2.189 9.604
76 C -3.666 -2.622 10.908
77 C -4.781 -3.450 10.370
78 O -5.205 -3.007 9.107
79 C -4.136 -2.208 8.586
80 H -2.193 -2.820 9.307
81 H -2.678 -1.159 9.546
82 H -4.124 -1.809 11.471
83 H -2.892 -3.203 11.410
84 H -5.654 -3.498 11.022
85 H -4.392 -4.466 10.296
86 H -4.370 -1.159 8.404
87 H -3.750 -2.785 7.745
88 C 3.467 3.601 10.999
89 C 4.279 2.493 11.720
90 C 5.441 2.276 10.789
91 O 5.436 3.257 9.777
92 C 4.666 4.340 10.318
93 H 2.952 4.325 11.631
94 H 2.917 3.062 10.228
95 H 3.553 1.703 11.916
96 H 4.695 2.934 12.626
97 H 5.460 1.266 10.380
98 H 6.428 2.374 11.241
99 H 4.485 4.923 9.415
100 H 5.214 5.025 10.965
101 O -3.470 5.769 5.615
102 C -2.821 6.337 4.743
103 O -1.633 6.591 5.001
104 C -0.907 7.229 3.927
105 C -1.748 7.040 2.724
106 C -3.084 6.887 3.359
107 H 0.159 7.026 3.829
108 H -0.962 8.269 4.248
109 H -1.502 6.162 2.126
110 H -1.545 7.922 2.117
111 H -3.652 6.113 2.843
112 H -3.720 7.773 3.385
113 O -0.758 -4.557 -8.965
114 C -0.442 -5.669 -8.523
115 O 0.669 -5.875 -7.828
116 C 0.989 -7.285 -7.748
117 C -0.407 -7.930 -8.013
118 C -1.104 -7.003 -8.876
119 H 1.423 -7.601 -6.800
120 H 1.653 -7.376 -8.608
121 H -0.835 -8.225 -7.055
122 H -0.225 -8.862 -8.549
123 H -2.174 -7.054 -8.676
124 H -1.087 -7.149 -9.956
125 O 1.828 -6.026 6.476
126 C 1.535 -6.727 7.487
127 O 2.302 -6.809 8.591
128 C 1.985 -7.869 9.504
129 C 0.614 -8.260 9.111
130 C 0.404 -7.859 7.601
131 H 2.151 -7.761 10.576
132 H 2.719 -8.610 9.187
133 H -0.019 -7.728 9.821
134 H 0.548 -9.342 9.228
135 H -0.598 -7.552 7.299
136 H 0.670 -8.670 6.923
137 O 7.663 -8.389 -2.288
138 C 7.584 -7.198 -2.085
139 O 7.727 -6.320 -3.096
140 C 7.566 -4.980 -2.660
141 C 6.875 -5.090 -1.360
142 C 7.318 -6.445 -0.802
143 H 7.034 -4.478 -3.468
144 H 8.512 -4.444 -2.584
145 H 5.814 -4.942 -1.562
146 H 7.236 -4.402 -0.596
147 H 6.443 -6.736 -0.222
148 H 8.208 -6.299 -0.189

Charge   0
Structure (SMILES)   COC(=O)OC.COC(=O)OC.COC(=O)OC.COC(=O)OC.O=C1CCCO1.O=C1CCCO1.O=C1CCCO1.O=C1CCCO1.C1CCOC1.C1CCOC1.C1CCOC1.C1CCOC1
Maximum force   6.97 eV/Å
Kohn-Sham gap   9.52 eV

Mulliken population analysis, charges in e, atoms 1 to 4: number 1, C, carries -0.655; number 2, O, carries -0.298; number 3, C, carries 0.738; number 4, O, carries -0.545